A cluster of 2 separate species, C4H7O4 in total in a non-equilibrium geometry. Source: the Open Molecules 2025 dataset; level of theory: ωB97M-V/def2-TZVPD.

The net charge is 0. The calculation puts the highest occupied orbital energy (alpha / beta) at -8.53 / -9.58 eV. As for the maximum force: 5.096 eV/Å. The LUMO energy (alpha / beta) is 0.87 / -1.91 eV. Its expectation value of S² is 3.7717. Its spin multiplicity is 4. The energy above the lowest of the compared OMol25 structures with the same formula, charge and spin is 27.1 kcal/mol. The value obtained for the total energy is -457.3362 hartree.

```
15
Properties=species:S:1:pos:R:3:lowdin_charge:R:1
H -0.85 -3.76 1.64 0.100
O -4.07 -1.45 1.59 0.054
C -2.10 -0.97 2.80 -0.049
H -5.02 0.72 2.78 0.085
O -0.64 -0.41 1.46 -0.032
O -0.91 -2.79 1.65 -0.078
H -1.65 -0.29 3.53 0.118
H -3.75 1.39 1.72 0.090
H -3.45 1.20 3.48 0.077
H -2.51 -3.03 2.95 0.126
C -1.63 -2.38 2.83 -0.236
C -3.93 0.75 2.60 -0.026
C -3.43 -0.65 2.28 -0.452
O -0.57 0.34 0.47 0.105
H -0.97 -2.46 3.70 0.118
```

***

The molecule C4H7OP in a non-equilibrium geometry. Source: the Open Molecules 2025 dataset; level of theory: ωB97M-V/def2-TZVPD.

The net charge is 0. The calculation puts the highest occupied orbital energy (alpha / beta) at -7.77 / -7.59 eV. As for the maximum force: 2.729 eV/Å. The LUMO energy (alpha / beta) is -0.82 / -0.79 eV. The energy above the lowest of the compared OMol25 structures with the same formula, charge and spin is 62.0 kcal/mol. The value obtained for the total energy is -573.0965 hartree.

```
13
Properties=species:S:1:pos:R:3:lowdin_charge:R:1
O 2.62 -0.52 0.12 -0.612
C 1.00 1.35 0.16 -0.045
H -1.40 -0.90 -1.13 0.083
C -1.18 -0.89 -0.06 -0.105
H 1.71 1.91 -0.45 0.065
H -1.59 0.01 0.37 0.068
H -0.01 1.55 -0.19 0.071
P 4.22 -0.05 -0.10 0.716
C 1.28 -0.12 0.11 -0.394
C 0.28 -1.04 0.13 -0.112
H 1.08 1.71 1.19 0.088
H 0.63 -2.07 0.12 0.105
H -1.68 -1.76 0.38 0.072
```

***

The ion C4H7OS with charge +1 in a non-equilibrium geometry. Source: the Open Molecules 2025 dataset; level of theory: ωB97M-V/def2-TZVPD.

The net charge is +1. The calculation puts the highest occupied orbital energy (alpha / beta) at -12.62 / -12.62 eV. As for the maximum force: 2.473 eV/Å. The LUMO energy (alpha / beta) is -7.65 / -7.65 eV. The energy above the lowest of the compared OMol25 structures with the same formula, charge and spin is 63.7 kcal/mol. The value obtained for the total energy is -629.5587 hartree.

```
13
Properties=species:S:1:pos:R:3:lowdin_charge:R:1
H 0.36 -0.37 -1.82 0.122
O 1.89 -0.57 -0.71 -0.550
H 1.21 1.24 -1.53 0.166
C -1.38 -1.16 0.92 0.446
H 3.99 -0.89 0.26 -0.059
C -0.27 0.77 -0.27 -0.121
C -1.29 -0.38 -0.07 -0.032
H -0.72 1.61 -0.70 0.121
C 0.85 0.25 -1.12 -0.327
H -1.97 -0.39 -0.94 0.186
H -1.38 -1.99 1.67 0.146
H 0.04 1.21 0.65 0.118
S 2.81 -0.23 0.70 0.784
```

***

The ion C4H7OS2 with charge -1 in a non-equilibrium geometry. Source: the Open Molecules 2025 dataset; level of theory: ωB97M-V/def2-TZVPD.

The net charge is -1. The calculation puts the highest occupied orbital energy (alpha / beta) at 0.28 / -4.23 eV. As for the maximum force: 6.103 eV/Å. The LUMO energy (alpha / beta) is 3.51 / 1.91 eV. Its expectation value of S² is 2.0061. Its spin multiplicity is 3. The energy above the lowest of the compared OMol25 structures with the same formula, charge and spin is 20.8 kcal/mol. The value obtained for the total energy is -1028.1022 hartree.

```
14
Properties=species:S:1:pos:R:3:lowdin_charge:R:1
S -2.73 1.49 -0.18 0.568
C -2.12 -0.08 0.03 -1.085
H 2.44 -0.48 -0.20 0.075
C -0.52 -0.40 -0.63 -0.629
H 2.19 1.10 -1.06 0.086
C 0.33 0.48 0.27 -0.394
H 0.09 1.55 0.39 0.074
H -0.37 -0.08 -1.62 0.050
H -1.19 -2.32 0.67 -0.063
H 0.42 0.16 1.34 0.109
O -2.59 -0.99 0.68 -0.249
C 1.86 0.53 -0.06 -0.181
S -0.09 -2.14 -0.27 0.627
H 2.29 1.20 0.63 0.013
```

***

A cluster of 2 separate species, C4H7P in total in a non-equilibrium geometry. Source: the Open Molecules 2025 dataset; level of theory: ωB97M-V/def2-TZVPD.

The structure (SMILES) is C1=[PH]=C1.C=C. The net charge is 0. The calculation puts the highest occupied orbital energy at -8.71 eV. As for the maximum force: 3.817 eV/Å. The LUMO energy is 0.72 eV. The energy above the lowest of the compared OMol25 structures with the same formula, charge and spin is 80.2 kcal/mol. The value obtained for the total energy is -497.7989 hartree.

```
12
Properties=species:S:1:pos:R:3:lowdin_charge:R:1
H -1.73 -1.84 -0.38 0.026
H -0.24 -2.88 -0.45 0.077
C 1.39 1.35 1.33 -0.378
C 0.53 2.37 1.07 -0.347
H -0.55 0.11 -1.07 0.018
H 1.05 -0.59 -0.76 0.042
H -0.66 0.53 2.29 -0.141
H 2.38 0.93 1.15 0.056
C 0.01 -0.77 -0.99 -0.089
P 0.21 1.58 2.65 0.764
C -0.70 -1.83 -0.63 -0.077
H 0.01 2.85 0.26 0.049
```

***

The molecule C4H7P in a non-equilibrium geometry. Source: the Open Molecules 2025 dataset; level of theory: ωB97M-V/def2-TZVPD.

The net charge is 0. The calculation puts the highest occupied orbital energy (alpha / beta) at -8.12 / -8.05 eV. As for the maximum force: 3.722 eV/Å. The LUMO energy (alpha / beta) is 0.24 / -0.18 eV. The energy above the lowest of the compared OMol25 structures with the same formula, charge and spin is 112.6 kcal/mol. The value obtained for the total energy is -497.7472 hartree.

```
12
Properties=species:S:1:pos:R:3:lowdin_charge:R:1
C 0.33 1.28 1.13 0.179
H 2.29 -0.31 1.03 0.062
C 1.51 -0.83 0.55 -0.062
H -0.66 1.26 -1.27 0.011
H -1.94 -1.38 -1.41 -0.088
H 0.25 2.33 1.31 0.050
C -0.51 0.36 -0.79 -0.407
C 0.46 0.22 0.39 -0.548
P -1.99 -0.37 -0.38 0.752
H 1.18 -1.70 1.13 0.087
H 1.78 -1.28 -0.39 0.077
H -2.71 0.40 -1.30 -0.113
```

***

A cluster of 2 separate species, C4H7P in total in a non-equilibrium geometry. Source: the Open Molecules 2025 dataset; level of theory: ωB97M-V/def2-TZVPD.

The net charge is 0. The calculation puts the highest occupied orbital energy (alpha / beta) at -8.01 / -7.99 eV. As for the maximum force: 2.811 eV/Å. The LUMO energy (alpha / beta) is -0.79 / -0.81 eV. The energy above the lowest of the compared OMol25 structures with the same formula, charge and spin is 102.0 kcal/mol. The value obtained for the total energy is -497.7641 hartree.

```
12
Properties=species:S:1:pos:R:3:lowdin_charge:R:1
P -0.82 -2.61 -0.23 0.580
C 0.25 2.29 -0.62 -0.187
H 2.42 2.59 -1.09 0.074
H -0.05 -4.28 1.22 -0.016
C 1.42 2.95 -1.19 -0.097
C -0.72 1.65 -0.30 0.078
C -0.96 -3.71 1.26 -0.553
H 1.40 3.84 -0.60 0.069
H -1.98 -4.19 1.37 0.035
H -0.77 -2.95 2.00 -0.025
H -1.34 1.14 0.33 -0.013
H 1.15 3.30 -2.13 0.055
```

***

The molecule C4H7P in a non-equilibrium geometry. Source: the Open Molecules 2025 dataset; level of theory: ωB97M-V/def2-TZVPD.

The net charge is 0. The calculation puts the highest occupied orbital energy (alpha / beta) at -4.57 / -10.14 eV. As for the maximum force: 7.713 eV/Å. The LUMO energy (alpha / beta) is 1.02 / -1.89 eV. Its expectation value of S² is 2.0202. Its spin multiplicity is 3. The energy above the lowest of the compared OMol25 structures with the same formula, charge and spin is 69.7 kcal/mol. The value obtained for the total energy is -497.6818 hartree.

```
12
Properties=species:S:1:pos:R:3:lowdin_charge:R:1
H -0.97 1.86 0.59 0.068
H -2.39 0.90 1.06 0.075
H 2.61 0.74 -1.08 -0.171
P 2.28 0.34 0.21 0.796
C 0.44 -0.66 -0.50 -0.282
H -0.61 -2.29 0.96 0.064
C -0.44 -1.38 0.44 -0.099
H -2.10 1.31 -0.64 0.071
H 0.56 -0.88 -1.55 0.081
C -1.62 1.04 0.30 -0.077
H 3.04 -0.82 0.08 -0.173
C -0.81 -0.16 0.13 -0.353
```